Entry 1:
{"formula": "C56H98ClCuN14O4", "method": "ωB97M-V/def2-TZVPD", "homo_ev": -9.46, "e_lumo_ev": 0.25, "elements": ["Cu", "Cl", "O", "O", "O", "O", "C", "C", "C", "C", "N", "H", "H", "H", "H", "H", "H", "H", "C", "C", "C", "C", "N", "H", "H", "H", "H", "H", "H", "H", "C", "C", "C", "C", "N", "H", "H", "H", "H", "H", "H", "H", "C", "C", "C", "C", "N", "H", "H", "H", "H", "H", "H", "H", "C", "C", "C", "C", "N", "H", "H", "H", "H", "H", "H", "H", "C", "C", "C", "C", "N", "H", "H", "H", "H", "H", "H", "H", "C", "C", "C", "C", "N", "H", "H", "H", "H", "H", "H", "H", "C", "C", "C", "C", "N", "H", "H", "H", "H", "H", "H", "H", "C", "C", "C", "C", "N", "H", "H", "H", "H", "H", "H", "H", "C", "C", "C", "C", "N", "H", "H", "H", "H", "H", "H", "H", "C", "C", "C", "C", "N", "H", "H", "H", "H", "H", "H", "H", "C", "C", "C", "C", "N", "H", "H", "H", "H", "H", "H", "H", "C", "C", "C", "C", "N", "H", "H", "H", "H", "H", "H", "H", "C", "C", "C", "C", "N", "H", "H", "H", "H", "H", "H", "H"], "positions_angstrom": [[0.7295, 0.1759, -4.0133], [0.4985, 0.0328, -0.2150], [1.8700, -0.1777, 0.1584], [0.4577, 0.8266, -1.3774], [-0.1191, -1.2315, -0.5526], [-0.2678, 0.6948, 0.8460], [-4.1885, 2.9742, -0.7683], [-3.6236, 1.5364, -0.5209], [-3.0712, 0.9298, -1.7975], [-4.0550, 0.6741, -2.8701], [-4.8564, 0.4917, -3.7391], [-3.5003, 3.8183, -0.8128], [-4.8485, 3.2574, 0.0517], [-4.7669, 3.0435, -1.6895], [-4.4357, 0.9253, -0.1271], [-2.7935, 1.5586, 0.1853], [-2.5523, 0.0027, -1.5538], [-2.3138, 1.5687, -2.2516], [-1.2217, -4.9517, -3.4793], [-2.6339, -4.3819, -3.5807], [-2.7324, -2.9781, -2.8908], [-1.9588, -1.9174, -3.5396], [-1.3441, -1.1012, -4.0821], [-0.9840, -5.0847, -2.4239], [-0.5201, -4.2571, -3.9412], [-1.0771, -5.8891, -4.0164], [-3.3049, -5.0917, -3.0970], [-2.9236, -4.3696, -4.6315], [-2.4780, -2.9660, -1.8310], [-3.7851, -2.6952, -2.8954], [2.6616, -0.4131, 5.1425], [1.8634, 0.1901, 4.0280], [2.3413, 1.5948, 3.5934], [3.5635, 1.7212, 2.7373], [4.5105, 1.8333, 2.0544], [3.7118, -0.3453, 4.8590], [2.5328, -1.4881, 5.2692], [2.5135, 0.1201, 6.0816], [0.8228, 0.0774, 4.3320], [1.9423, -0.4147, 3.1246], [2.4511, 2.2146, 4.4832], [1.5886, 2.0520, 2.9511], [-1.4292, 2.6671, 3.2116], [-1.9066, 3.6570, 4.2889], [-2.1562, 5.1255, 3.8480], [-3.0786, 5.2562, 2.7112], [-3.7901, 5.3741, 1.7954], [-2.1110, 2.5932, 2.3644], [-1.3413, 1.6741, 3.6522], [-0.4339, 2.9221, 2.8474], [-1.2762, 3.5727, 5.1741], [-2.8542, 3.3161, 4.7060], [-1.2063, 5.5766, 3.5614], [-2.6187, 5.7145, 4.6401], [-5.6440, 0.3843, 3.4466], [-5.5870, 1.5202, 2.4150], [-6.3548, 2.8608, 2.7547], [-5.8725, 3.5195, 3.9555], [-5.5141, 4.0474, 4.9070], [-5.0994, 0.7287, 4.3257], [-5.2235, -0.5329, 3.0343], [-6.6927, 0.2660, 3.7192], [-5.9817, 1.0913, 1.4940], [-4.5583, 1.7816, 2.1672], [-7.4241, 2.6922, 2.8822], [-6.2771, 3.4731, 1.8562], [0.2476, -9.1786, 0.8638], [-0.8910, -9.0180, -0.1331], [-1.0652, -7.5674, -0.6715], [-1.2374, -6.5267, 0.3076], [-1.2432, -5.7160, 1.0857], [1.2084, -9.0469, 0.3663], [0.4481, -10.1878, 1.2236], [0.2147, -8.5506, 1.7541], [-1.8321, -9.3920, 0.2703], [-0.7861, -9.6349, -1.0256], [-2.0230, -7.5580, -1.1919], [-0.2478, -7.3470, -1.3580], [6.2370, 3.0361, -2.9482], [5.3505, 2.9648, -1.7159], [4.4095, 1.7117, -1.7530], [3.5381, 1.5820, -2.9743], [2.8237, 1.4857, -3.9000], [6.9192, 3.8860, -2.9256], [5.5984, 3.0918, -3.8298], [6.8084, 2.1141, -3.0549], [4.7932, 3.8969, -1.6226], [5.9605, 2.8352, -0.8219], [3.7473, 1.6575, -0.8890], [5.0509, 0.8440, -1.5990], [-0.3767, 5.4980, -0.5030], [0.5651, 4.2599, -0.4775], [1.8188, 4.4431, 0.3187], [1.6763, 4.6710, 1.7984], [1.5644, 4.8325, 2.9202], [0.1130, 6.4518, -0.6993], [-0.8470, 5.6238, 0.4722], [-1.1474, 5.4172, -1.2696], [0.8470, 3.9301, -1.4775], [0.0749, 3.4263, 0.0254], [2.3214, 5.3351, -0.0552], [2.5069, 3.6065, 0.1974], [0.3247, 6.8305, -4.5042], [0.8894, 5.4993, -3.9591], [1.6834, 4.6925, -5.0192], [2.8390, 5.3518, -5.6110], [3.7475, 5.8951, -6.0846], [-0.1604, 7.3357, -3.6691], [-0.3669, 6.7257, -5.3402], [1.1171, 7.5010, -4.8368], [0.1604, 4.7853, -3.5758], [1.6683, 5.6852, -3.2196], [1.0496, 4.2415, -5.7828], [2.1834, 3.8126, -4.6142], [6.4547, -2.5070, 2.6384], [5.6623, -1.2227, 2.4101], [5.2710, -0.9713, 0.9489], [6.3962, -0.4242, 0.1440], [7.2939, -0.0942, -0.5525], [7.1154, -2.3793, 3.4958], [7.1307, -2.6587, 1.7969], [5.8620, -3.4189, 2.7114], [6.1521, -0.3203, 2.7760], [4.7357, -1.2962, 2.9793], [4.4512, -0.2535, 0.9196], [4.8798, -1.8846, 0.5008], [-4.2253, 5.1901, -4.1934], [-3.4828, 3.8197, -4.1969], [-2.4784, 3.7487, -5.3426], [-1.4570, 2.7269, -5.2027], [-0.6419, 1.9356, -5.0627], [-3.4640, 5.9290, -3.9433], [-4.9897, 5.3035, -3.4247], [-4.6550, 5.4469, -5.1616], [-4.2480, 3.0619, -4.3657], [-2.9519, 3.5450, -3.2854], [-1.9709, 4.6881, -5.5617], [-2.9880, 3.4424, -6.2562], [3.3332, -3.7623, 2.6237], [1.8004, -3.9733, 2.8547], [1.2924, -4.7166, 4.1116], [1.4374, -6.1771, 4.0353], [1.5516, -7.3321, 4.0568], [3.5393, -3.2126, 1.7053], [3.8481, -4.7228, 2.6091], [3.7205, -3.1764, 3.4573], [1.4054, -4.5009, 1.9865], [1.4328, -2.9516, 2.9505], [0.2086, -4.6362, 4.1958], [1.8706, -4.2640, 4.9171], [-4.0342, -2.9398, 3.7915], [-2.6903, -3.2789, 3.0460], [-2.2648, -2.2863, 1.9242], [-3.3042, -1.9163, 0.9315], [-4.1278, -1.6796, 0.1130], [-3.9902, -1.9495, 4.2449], [-4.1680, -3.5149, 4.7077], [-4.9017, -3.0113, 3.1355], [-2.7791, -4.2649, 2.5899], [-1.8533, -3.4049, 3.7328], [-1.4352, -2.7654, 1.4043], [-1.9189, -1.3460, 2.3535], [2.9443, -5.6996, -2.3342], [2.2838, -4.8880, -1.2374], [2.6180, -3.3715, -1.2505], [2.1007, -2.6711, -2.4406], [1.7144, -2.0549, -3.3409], [4.0138, -5.8231, -2.1642], [2.8267, -5.1671, -3.2780], [2.5086, -6.6875, -2.4838], [2.5268, -5.2969, -0.2567], [1.2029, -4.9918, -1.3319], [3.6752, -3.1063, -1.2433], [2.2070, -2.9407, -0.3375]]}

***

Entry 2:
{"formula": "C35H42GeN2O5PW", "method": "ωB97M-V/def2-TZVPD", "homo_ev": [-12.73, -12.73], "de_lowest_ev": 0.000, "total_charge": 2, "spin_multiplicity": 4, "e_lumo_ev": [-6.05, -8.11], "elements": ["W", "C", "C", "O", "C", "C", "C", "N", "N", "C", "O", "C", "C", "C", "C", "C", "C", "H", "H", "H", "H", "H", "H", "H", "H", "H", "H", "H", "H", "C", "Ge", "C", "C", "C", "C", "C", "C", "C", "C", "C", "C", "C", "C", "C", "C", "C", "C", "H", "H", "H", "H", "H", "H", "H", "H", "H", "H", "H", "H", "H", "H", "H", "C", "C", "O", "P", "O", "C", "C", "O", "C", "C", "H", "H", "H", "H", "H", "H", "H", "H", "H", "H", "H", "H", "H", "H", "H"], "positions_angstrom": [[0.4476, 0.0833, -0.3622], [4.3421, -1.2919, 1.0357], [3.3439, -0.3803, 0.4141], [2.1649, -0.8220, 0.2686], [3.7467, 0.9132, -0.0140], [3.0022, 1.8607, -0.6707], [3.6523, 3.1113, -1.1603], [1.6511, 1.6996, -0.9062], [1.1069, 2.6547, -1.6383], [-0.2350, 2.4967, -1.7470], [-0.8064, 1.4790, -1.2100], [-1.0107, 3.5032, -2.4357], [-0.3914, 4.6552, -2.9405], [-1.1507, 5.6090, -3.5889], [-2.5197, 5.4223, -3.7416], [-3.1395, 4.2771, -3.2470], [-2.3907, 3.3193, -2.5963], [3.8713, -2.2183, 1.3503], [4.8047, -0.8032, 1.8955], [5.1436, -1.5038, 0.3240], [4.7886, 1.1538, 0.1437], [4.6999, 3.1308, -0.8761], [3.1440, 3.9860, -0.7536], [3.5710, 3.1783, -2.2457], [0.6733, 4.7911, -2.8148], [-0.6801, 6.5018, -3.9767], [-3.1093, 6.1732, -4.2506], [-4.2045, 4.1412, -3.3749], [-2.8571, 2.4218, -2.2124], [-1.3627, 2.6829, 2.0090], [-0.2388, 1.1076, 1.8341], [-1.3506, -0.4541, 1.0207], [-2.6085, -0.1415, 0.4629], [-3.6616, -1.0308, 0.5478], [-3.4855, -2.2521, 1.1786], [-2.2680, -2.5782, 1.7629], [-1.2259, -1.6716, 1.7106], [0.6481, 0.5109, 3.4512], [2.0161, 0.6213, 3.5003], [2.7389, 0.2385, 4.6492], [2.0755, -0.2653, 5.7291], [0.6640, -0.3930, 5.7238], [-0.0299, -0.9064, 6.8467], [-1.3901, -1.0087, 6.8412], [-2.1235, -0.5981, 5.7079], [-1.4806, -0.1056, 4.6082], [-0.0686, 0.0100, 4.5779], [-2.0067, 2.5671, 2.8803], [-1.9733, 2.8472, 1.1234], [-0.7290, 3.5538, 2.1781], [-2.7538, 0.7976, -0.0539], [-4.6218, -0.7771, 0.1190], [-4.3139, -2.9470, 1.2322], [-2.1471, -3.5158, 2.2889], [-0.2935, -1.9040, 2.2111], [2.5593, 1.0388, 2.6575], [3.8146, 0.3567, 4.6728], [2.6178, -0.5672, 6.6166], [0.5418, -1.2106, 7.7147], [-1.9123, -1.3963, 7.7052], [-3.2031, -0.6702, 5.7156], [-2.0666, 0.2036, 3.7485], [-1.9670, -4.6595, -3.0446], [-1.6926, -3.5186, -3.9932], [-0.5473, -2.7308, -3.5301], [-0.8074, -1.5010, -2.5522], [-0.0153, -1.9830, -1.1347], [0.9449, -3.1083, -1.1360], [0.9433, -3.8012, 0.1984], [0.4902, -0.5334, -2.9124], [0.4009, 0.3151, -4.0983], [1.0364, -0.3609, -5.2890], [-2.7994, -5.2539, -3.4212], [-2.2379, -4.2899, -2.0525], [-1.0997, -5.3137, -2.9581], [-2.5562, -2.8580, -4.0909], [-1.4068, -3.8681, -4.9815], [1.9223, -2.6982, -1.3865], [0.6312, -3.7726, -1.9338], [1.2887, -3.1470, 0.9962], [1.6321, -4.6455, 0.1336], [-0.0437, -4.1894, 0.4451], [0.9222, 1.2367, -3.8426], [-0.6511, 0.5590, -4.2772], [2.0805, -0.5956, -5.0857], [0.9960, 0.3131, -6.1451], [0.5161, -1.2811, -5.5479]]}

***

Entry 3:
{"formula": "C31H56N3O2P2Pd", "method": "ωB97M-V/def2-TZVPD", "homo_ev": [-8.30, -11.12], "total_charge": 1, "spin_multiplicity": 3, "e_lumo_ev": [-2.16, -4.26], "elements": ["C", "C", "C", "C", "C", "H", "H", "H", "N", "P", "P", "C", "H", "H", "C", "O", "C", "H", "C", "C", "C", "C", "C", "H", "H", "H", "C", "H", "H", "H", "C", "H", "H", "H", "C", "H", "H", "H", "C", "H", "H", "H", "C", "H", "H", "H", "C", "H", "H", "H", "C", "H", "H", "H", "C", "H", "H", "H", "C", "H", "H", "H", "C", "H", "H", "H", "C", "H", "H", "H", "Pd", "N", "C", "C", "C", "C", "C", "H", "H", "H", "H", "H", "H", "H", "H", "H", "C", "C", "N", "O", "H", "H", "H", "H", "H"], "positions_angstrom": [[2.2678, -1.3492, -0.8250], [1.6175, 0.7467, -1.7624], [3.1687, -1.5450, -1.8725], [2.3202, 0.4180, -2.9562], [3.1196, -0.7130, -2.9964], [3.7959, -2.4281, -1.8291], [2.2339, 1.0873, -3.8088], [3.7339, -0.9383, -3.8557], [1.5297, -0.2380, -0.7868], [0.3458, -2.4286, 0.9602], [0.2784, 2.4131, 0.0814], [2.0608, -2.4216, 0.2739], [2.3364, -3.4158, -0.1191], [2.7436, -2.2467, 1.1285], [-1.3154, -0.2180, 1.8589], [-2.1910, -0.3437, 2.6067], [1.0076, 1.9925, -1.5074], [0.9710, 2.6739, -2.3594], [-1.5274, 3.2030, 0.0270], [1.6111, 3.6820, 0.5665], [-0.6319, -3.5558, -0.2223], [0.5270, -3.3566, 2.5948], [-2.6114, 2.2905, 0.6328], [-2.4701, 2.1202, 1.7045], [-3.5887, 2.7932, 0.5179], [-2.6913, 1.3322, 0.1014], [-1.6283, 4.5406, 0.7703], [-1.4264, 4.4150, 1.8424], [-0.9857, 5.3223, 0.3509], [-2.6688, 4.8971, 0.6852], [-1.8838, 3.3432, -1.4480], [-2.8653, 3.8366, -1.5256], [-1.1655, 3.9392, -2.0223], [-1.9702, 2.3465, -1.8995], [1.3851, 4.2986, 1.9512], [1.2225, 3.5423, 2.7300], [2.2967, 4.8598, 2.2059], [0.5532, 5.0116, 1.9688], [2.9765, 2.9746, 0.5685], [2.9743, 2.0936, 1.2241], [3.2701, 2.6675, -0.4423], [3.7290, 3.6836, 0.9438], [1.6484, 4.7900, -0.4843], [1.8688, 4.4049, -1.4892], [0.7272, 5.3877, -0.5410], [2.4617, 5.4819, -0.2130], [-0.8346, -3.8739, 3.0886], [-0.7002, -4.2476, 4.1149], [-1.5870, -3.0750, 3.1230], [-1.2225, -4.7117, 2.4978], [1.0704, -2.3921, 3.6544], [2.0000, -1.9053, 3.3404], [0.3422, -1.6147, 3.9133], [1.2818, -2.9721, 4.5666], [1.5174, -4.5236, 2.4948], [2.5064, -4.2024, 2.1491], [1.6410, -4.9431, 3.5029], [1.1653, -5.3372, 1.8567], [-0.3861, -3.0746, -1.6586], [0.6442, -3.2603, -1.9911], [-1.0502, -3.6324, -2.3388], [-0.6207, -2.0086, -1.7662], [-2.1325, -3.4161, 0.0870], [-2.4543, -2.3662, 0.0666], [-2.6978, -3.9398, -0.7012], [-2.4228, -3.8851, 1.0345], [-0.2287, -5.0383, -0.1431], [0.8484, -5.1961, -0.2924], [-0.5501, -5.5252, 0.7858], [-0.7366, -5.5730, -0.9618], [0.0965, 0.0281, 0.7134], [-3.0257, -0.7576, -1.4576], [-3.1136, -0.6188, -2.6056], [-2.9479, -0.2693, -4.0538], [-1.9288, 0.8620, -4.0808], [-2.4123, -1.4481, -4.8480], [-4.2797, 0.1596, -4.6500], [-2.3561, 1.7556, -3.6245], [-1.0294, 0.5887, -3.4946], [-1.6454, 1.0986, -5.1139], [-3.0406, -2.3326, -4.7109], [-2.3822, -1.2130, -5.9202], [-1.3901, -1.6858, -4.5202], [-4.1861, 0.3325, -5.7159], [-5.0404, -0.6125, -4.4758], [-4.6259, 1.0913, -4.1800], [3.0803, 1.3205, 4.7802], [1.9996, 1.1126, 3.7671], [0.8190, 1.7527, 4.0705], [2.1409, 0.4637, 2.7094], [3.2629, 2.3952, 4.9263], [3.9928, 0.8424, 4.4181], [2.7835, 0.8694, 5.7385], [-0.0187, 1.4684, 3.5707], [0.6933, 2.1197, 5.0055]]}

***

Calculated values (g mol⁻¹) of M for the records, taken in order: 1130.5; 858.2; 671.2.